# 1
{
  "formula": "C35H81I2N6O11P3S",
  "method": "wB97M-V/def2-TZVPD",
  "symbols": ["C", "O", "C", "C", "C", "C", "C", "I", "C", "C", "I", "C", "C", "O", "C", "C", "C", "O", "P", "C", "O", "S", "O", "O", "O", "C", "C", "C", "O", "O", "C", "C", "C", "C", "C", "C", "H", "H", "H", "H", "H", "H", "H", "H", "H", "H", "H", "H", "H", "H", "H", "H", "H", "H", "H", "H", "H", "H", "H", "H", "H", "H", "H", "H", "H", "H", "H", "H", "H", "H", "H", "H", "H", "H", "H", "H", "H", "H", "H", "H", "H", "C", "N", "C", "P", "O", "N", "C", "C", "N", "C", "C", "H", "H", "H", "H", "H", "H", "H", "H", "H", "H", "H", "H", "H", "H", "H", "H", "H", "H", "C", "N", "C", "P", "O", "N", "C", "C", "N", "C", "C", "H", "H", "H", "H", "H", "H", "H", "H", "H", "H", "H", "H", "H", "H", "H", "H", "H", "H"],
  "xyz": [[1.404, -1.720, 2.975], [0.158, -1.838, 2.313], [0.193, -2.879, 1.349], [-0.795, -2.494, 0.235], [-0.200, -1.331, -0.584], [-0.190, -1.404, -2.137], [0.269, -2.853, -2.596], [0.397, -3.128, -4.737], [1.502, -3.463, -1.860], [2.706, -3.844, -2.751], [0.889, -5.409, -1.053], [-1.681, -1.394, -2.589], [-2.418, -0.044, -2.779], [-3.522, -0.309, -3.644], [-4.569, -1.091, -3.084], [-5.906, -0.321, -2.880], [-5.932, 1.027, -3.593], [-6.180, -0.229, -1.473], [-3.176, 0.820, -1.284], [-2.056, 2.022, -0.449], [-3.280, -0.407, -0.153], [-1.349, 0.990, -3.862], [-1.348, 2.374, -3.463], [-1.846, 0.920, -5.199], [0.095, 0.294, -3.963], [0.676, -0.249, -2.760], [0.959, 0.949, -1.795], [2.401, 1.063, -1.268], [2.786, 0.010, -0.388], [1.976, -0.734, -3.099], [2.474, -0.242, -4.343], [3.942, -0.669, -4.610], [4.258, -0.005, -5.987], [4.970, -0.166, -3.574], [5.019, -1.063, -2.301], [6.396, -0.331, -4.222], [2.165, -1.279, 2.316], [1.724, -2.691, 3.370], [1.258, -1.048, 3.826], [-0.135, -3.830, 1.791], [1.206, -3.002, 0.952], [-1.165, -3.362, -0.309], [-1.653, -2.097, 0.786], [-0.756, -0.428, -0.327], [0.823, -1.152, -0.243], [-0.584, -3.474, -2.335], [1.918, -2.838, -1.075], [3.060, -3.006, -3.340], [2.532, -4.754, -3.320], [3.514, -4.086, -2.047], [-2.263, -1.984, -1.875], [-1.834, -1.920, -3.537], [-4.805, -1.872, -3.817], [-4.371, -1.612, -2.145], [-6.712, -0.928, -3.314], [-5.546, 0.954, -4.610], [-5.399, 1.810, -3.052], [-6.983, 1.337, -3.670], [-6.692, 0.584, -1.360], [-1.286, 2.483, -1.065], [-2.686, 2.807, -0.023], [-1.551, 1.557, 0.410], [-4.144, -0.315, 0.275], [0.315, 1.057, -0.927], [0.846, 1.873, -2.374], [2.384, 1.985, -0.666], [3.109, 1.262, -2.069], [2.639, 0.340, 0.505], [2.498, 0.855, -4.388], [1.943, -0.648, -5.203], [4.021, -1.744, -4.796], [4.429, 1.068, -5.898], [5.069, -0.515, -6.503], [3.378, -0.180, -6.619], [4.896, 0.896, -3.332], [5.154, -0.389, -1.448], [4.070, -1.556, -2.121], [5.864, -1.750, -2.312], [6.389, -1.225, -4.848], [6.707, 0.570, -4.751], [7.114, -0.506, -3.416], [7.628, -5.168, 4.783], [6.476, -4.636, 4.094], [6.763, -4.462, 2.672], [5.236, -3.615, 4.723], [4.094, -4.215, 3.916], [4.629, -4.154, 6.266], [5.040, -5.433, 6.819], [3.177, -4.031, 6.399], [6.327, -2.556, 5.540], [7.072, -1.623, 4.697], [6.782, -2.596, 6.912], [8.451, -4.443, 4.883], [8.018, -6.026, 4.232], [7.389, -5.552, 5.771], [7.405, -3.589, 2.489], [5.842, -4.328, 2.103], [7.259, -5.343, 2.261], [4.934, -6.258, 6.101], [4.447, -5.671, 7.705], [6.068, -5.397, 7.185], [2.647, -4.857, 5.912], [2.822, -3.099, 5.958], [2.897, -4.019, 7.455], [8.075, -2.002, 4.464], [7.176, -0.648, 5.177], [6.549, -1.452, 3.754], [7.512, -3.396, 7.075], [5.963, -2.710, 7.616], [7.271, -1.655, 7.180], [-6.733, 7.751, -0.580], [-6.637, 6.335, -0.847], [-6.969, 6.049, -2.241], [-6.883, 5.031, 0.249], [-5.858, 4.081, -0.345], [-6.073, 5.259, 1.773], [-5.148, 6.365, 1.964], [-5.460, 4.040, 2.299], [-8.336, 5.664, 0.927], [-9.530, 5.573, 0.091], [-8.510, 6.471, 2.114], [-7.769, 8.123, -0.566], [-6.201, 8.305, -1.355], [-6.255, 8.039, 0.352], [-8.051, 6.115, -2.423], [-6.640, 5.048, -2.522], [-6.466, 6.744, -2.915], [-4.400, 6.433, 1.163], [-4.624, 6.262, 2.915], [-5.678, 7.316, 2.049], [-4.493, 3.828, 1.827], [-6.107, 3.177, 2.139], [-5.303, 4.133, 3.376], [-9.720, 6.510, -0.446], [-10.415, 5.333, 0.685], [-9.426, 4.776, -0.647], [-8.191, 7.506, 1.954], [-7.984, 6.063, 2.973], [-9.565, 6.500, 2.404]],
  "mulliken_charge": [-0.575, -0.464, -1.397, -1.297, -0.690, 4.050, -2.035, -0.026, 0.118, -1.673, 0.053, -3.901, 1.273, -0.441, -0.701, 0.243, -1.361, -0.525, 0.923, -0.799, -0.640, 1.341, -0.739, -0.849, -0.730, 0.504, -0.145, -1.378, -0.425, 1.011, -1.394, 0.846, -1.847, 0.941, -1.169, -1.772, 0.022, 0.375, 0.398, 0.456, 0.450, 0.741, 0.310, -0.827, 0.629, 1.346, 0.263, 0.100, 0.594, 0.540, 0.544, 0.453, 0.524, 0.170, 0.355, 0.401, 0.199, 0.467, 0.323, 0.255, 0.180, 0.300, 0.342, -0.263, 0.926, 0.736, 0.009, 0.245, 0.298, 0.176, 0.087, 0.358, 0.432, 0.537, 0.352, 0.228, -0.200, 0.581, 0.380, 0.335, 0.526, -0.845, 0.136, -1.080, 0.853, -0.851, 0.176, -1.132, -1.032, 0.118, -1.048, -0.860, 0.234, 0.383, 0.158, 0.317, 0.287, 0.368, 0.301, 0.392, 0.290, 0.330, 0.311, 0.327, 0.288, 0.379, 0.313, 0.263, 0.270, 0.365, -0.806, 0.183, -0.976, 0.681, -0.725, 0.197, -1.154, -1.113, 0.090, -1.060, -0.842, 0.233, 0.374, 0.141, 0.314, 0.160, 0.376, 0.296, 0.421, 0.278, 0.318, 0.339, 0.386, 0.303, 0.375, 0.325, 0.260, 0.267, 0.370],
  "orbital_gap_ev": 8.01,
  "smiles": "COCCC[C@@]1([C@@H](I)[C@H](C)I)C[C@@](OC[C@H](C)O)(P(C)O)S(=O)(=O)O[C@]1(CCO)OC[C@@H](C)C(C)C.CN(C)P(=O)(N(C)C)N(C)C.CN(C)P(=O)(N(C)C)N(C)C"
}

# 2
{
  "formula": "C4H8N2O3S",
  "method": "wB97M-V/def2-TZVPD",
  "symbols": ["N", "S", "O", "O", "C", "C", "C", "H", "H", "H", "H", "H", "H", "H", "N", "C", "O", "H"],
  "xyz": [[0.380, 0.141, -2.209], [-0.538, 0.172, -0.617], [-1.533, 1.207, -0.824], [-1.340, -1.195, -0.874], [0.027, -0.091, 1.056], [1.076, -1.240, 1.036], [1.545, 0.202, 1.294], [1.177, 0.634, -2.122], [-0.354, 0.679, -2.740], [-1.710, -1.270, -1.828], [0.964, -1.802, 0.174], [0.816, -1.864, 1.903], [1.844, 0.521, 2.332], [2.153, 0.592, 0.548], [-3.900, 1.796, 0.978], [-4.117, 0.602, 0.933], [-4.495, -0.482, 1.085], [-3.281, 2.415, 0.604]],
  "nbo_charge": [-1.002, 1.996, -0.941, -0.878, -0.432, -0.472, -0.436, 0.365, 0.385, 0.518, 0.227, 0.225, 0.239, 0.206, -0.775, 0.870, -0.518, 0.422],
  "orbital_gap_ev": 8.79,
  "smiles": "N[S@@](=O)(O)=C1CC1.N=C=O",
  "de_lowest_ev": 5.022
}

# 3
{
  "formula": "CH5OPS",
  "method": "wB97M-V/def2-TZVPD",
  "symbols": ["C", "O", "P", "S", "H", "H", "H", "H", "H"],
  "xyz": [[0.029, 0.237, -1.480], [0.140, 0.913, -0.197], [-0.674, 0.312, 1.138], [0.696, -1.007, 2.132], [0.766, 0.759, -2.087], [-0.910, 0.284, -1.836], [0.334, -0.894, -1.434], [-0.396, 1.495, 2.103], [0.015, -2.097, 1.660]],
  "nbo_charge": [-0.237, -0.822, 0.734, -0.336, 0.203, 0.175, 0.171, -0.031, 0.143],
  "orbital_gap_ev": 9.94,
  "smiles": "COPS",
  "de_lowest_ev": 1.108
}

# 4
{
  "formula": "H54O27",
  "method": "wB97M-V/def2-TZVPD",
  "symbols": ["O", "H", "H", "O", "H", "H", "O", "H", "H", "O", "H", "H", "O", "H", "H", "O", "H", "H", "O", "H", "H", "O", "H", "H", "O", "H", "H", "O", "H", "H", "O", "H", "H", "O", "H", "H", "O", "H", "H", "O", "H", "H", "O", "H", "H", "O", "H", "H", "O", "H", "H", "O", "H", "H", "O", "H", "H", "O", "H", "H", "O", "H", "H", "O", "H", "H", "O", "H", "H", "O", "H", "H", "O", "H", "H", "O", "H", "H", "O", "H", "H"],
  "xyz": [[-5.796, 0.172, -1.947], [-5.590, 0.515, -1.079], [-5.988, 0.912, -2.545], [-1.997, 2.511, -0.359], [-2.788, 1.989, -0.136], [-1.493, 2.644, 0.471], [-0.744, -2.105, 4.622], [-1.061, -2.519, 3.811], [-0.557, -2.846, 5.193], [1.290, -4.547, 1.297], [1.785, -5.177, 1.800], [1.885, -3.946, 0.846], [-2.810, -3.392, -2.274], [-2.861, -2.424, -2.341], [-3.466, -3.768, -2.891], [-2.881, -0.749, -2.177], [-2.235, -0.131, -2.609], [-3.774, -0.397, -2.292], [0.161, -2.326, -1.805], [0.882, -2.826, -2.181], [-0.651, -2.884, -1.859], [5.064, 2.584, 1.104], [4.764, 2.151, 0.310], [5.736, 2.006, 1.460], [-3.260, 3.895, 3.017], [-3.412, 4.541, 3.702], [-2.349, 4.142, 2.712], [3.369, 0.974, -0.451], [2.898, 0.946, 0.402], [2.751, 1.062, -1.189], [-0.654, 0.266, 3.130], [-0.498, -0.536, 3.630], [-0.562, 0.047, 2.188], [-1.323, 1.307, -2.929], [-0.857, 1.865, -3.550], [-1.288, 1.696, -2.066], [5.120, -1.454, -0.072], [5.829, -1.613, -0.695], [4.721, -0.584, -0.340], [2.265, 2.204, 1.888], [2.097, 1.753, 2.710], [3.077, 2.687, 1.906], [1.108, 0.387, -1.780], [1.068, -0.578, -2.124], [0.374, 0.782, -2.226], [-2.737, -1.315, 1.179], [-3.155, -1.588, 0.372], [-2.059, -1.998, 1.345], [3.254, 3.571, -3.707], [4.163, 3.819, -3.970], [3.018, 4.045, -2.905], [-4.088, 1.273, 1.448], [-3.998, 1.963, 2.142], [-3.498, 0.525, 1.660], [-2.299, -5.091, 0.020], [-2.447, -4.453, -0.690], [-3.164, -5.411, 0.260], [-5.131, 3.347, -1.429], [-5.329, 3.215, -0.506], [-4.167, 3.545, -1.445], [-0.435, 3.100, 1.925], [0.535, 3.118, 1.896], [-0.798, 2.331, 2.423], [1.543, 1.594, 4.374], [0.873, 1.129, 3.858], [1.112, 2.383, 4.701], [0.832, 2.776, -4.827], [0.635, 3.488, -5.440], [1.555, 3.207, -4.310], [7.557, -2.362, -2.033], [8.467, -2.121, -1.886], [7.212, -1.942, -2.848], [0.408, -1.111, 0.763], [-0.302, -1.742, 1.005], [-0.011, -0.635, 0.028], [2.629, -2.759, -0.426], [3.405, -2.226, -0.187], [1.875, -2.146, -0.335], [-1.052, -3.235, 1.936], [-0.169, -3.702, 1.924], [-1.582, -3.826, 1.398]],
  "mulliken_charge": [-0.687, 0.321, 0.322, -0.628, 0.294, 0.272, -0.698, 0.335, 0.290, -0.640, 0.271, 0.393, -0.663, 0.432, 0.273, -0.582, 0.302, 0.291, -0.475, 0.296, 0.156, -0.631, 0.337, 0.308, -0.592, 0.277, 0.324, -0.704, 0.429, 0.232, -0.808, 0.319, 0.501, -0.751, 0.268, 0.446, -0.686, 0.317, 0.389, -0.648, 0.413, 0.258, -0.655, 0.277, 0.375, -0.497, 0.279, 0.230, -0.693, 0.300, 0.327, -0.525, 0.288, 0.290, -0.641, 0.345, 0.308, -0.636, 0.310, 0.323, -0.699, 0.269, 0.422, -0.679, 0.415, 0.344, -0.590, 0.311, 0.355, -0.659, 0.319, 0.332, -0.517, 0.164, 0.400, -0.841, 0.392, 0.432, -0.661, 0.413, 0.197],
  "orbital_gap_ev": 10.93,
  "de_lowest_ev": 0.811
}